DFT (wB97M-V/def2-TZVPD) results for a gas-phase ion, C3H4N3S (charge +1) in a non-equilibrium geometry.

CARTESIAN COORDINATES (ANGSTROEM)
C: 0.08645 -0.30851 0.26747
C: 0.63624 1.13461 -1.42909
C: -0.78279 -0.83663 1.25489
N: 2.05792 -0.37073 -0.77050
N: 1.28913 -0.70903 0.02115
N: -0.30537 0.76596 -0.59980
S: 1.48678 2.00093 -2.42608
H: -1.69087 -1.25796 0.74894
H: -1.29902 0.06401 1.78569
H: -0.23584 -1.44729 1.98203
H: -1.24263 0.96463 -0.83470

For the relative energy (zero: lowest compared OMol25 entry of this formula, charge and spin), the calculation gives 240.98 kJ/mol. As for the net charge: +1. Its gap between HOMO and LUMO (spin up / spin down) is 6.309 / 7.119 eV. As for the total energy: -18469.5581 eV. Its lowest unoccupied orbital energy (spin up / spin down) is -6.82 / -6.57 eV.